No. 1
19
Properties=species:S:1:pos:R:3:forces:R:3:nbo_charge:R:1 method="wB97M-V/def2-TZVPD" homo_ha=-0.322 smiles="C[C@@]1(N)N[C@@H]1O.C=N" e_above_lowest_ev=3.1810 fmax_ev_per_a=2.95 orbital_gap_ev=9.6
C 0.90998 0.97641 0.70490 0.121 -1.727 -0.332 0.22
C -2.20051 0.57290 -0.86712 0.027 1.668 -1.737 -0.11
C 1.37491 -1.05160 -0.97195 -0.135 -0.011 0.234 -0.63
N 1.76356 -0.01785 1.29194 0.854 -0.184 0.384 -0.63
N -1.19707 1.02656 -1.52170 -0.770 -0.646 0.419 -0.57
C 0.80940 -0.53218 0.32643 0.143 2.003 -0.392 0.20
O -0.08830 1.56060 1.45006 -0.424 0.172 0.195 -0.72
N -0.37710 -1.11140 0.85231 -2.274 0.494 -1.223 -0.87
H -0.62305 0.84095 1.82221 0.077 0.011 -0.048 0.49
H 1.52805 -0.25330 2.25063 -0.128 0.123 -0.056 0.36
H -0.83887 1.91127 -1.16261 -0.138 -0.120 0.355 0.35
H 1.39636 1.69099 0.05508 -0.003 0.018 -0.044 0.17
H -0.31294 -2.12327 0.85668 -0.143 0.003 0.006 0.37
H -2.74641 -0.25187 -1.31417 0.213 -0.533 0.234 0.17
H -2.74013 1.12188 -0.09662 0.306 -0.044 0.415 0.17
H -1.20911 -0.82126 0.19548 2.150 -1.146 1.656 0.37
H 0.61967 -0.99531 -1.75661 0.034 -0.016 0.007 0.23
H 2.23589 -0.45413 -1.26350 0.041 -0.028 -0.032 0.22
H 1.69566 -2.08940 -0.85143 0.049 -0.034 -0.040 0.20



No. 2
18
Properties=species:S:1:pos:R:3:forces:R:3:nbo_charge:R:1 method="wB97M-V/def2-TZVPD" homo_ha=-0.091 smiles=[O-]CCCCCO e_above_lowest_ev=3.2297 total_charge=-1 fmax_ev_per_a=2.54 orbital_gap_ev=6.2
C -0.24194 2.22905 0.55403 -0.430 -1.415 0.972 -0.09
O 1.13953 2.59446 0.70192 -0.703 0.268 -0.114 -0.73
C -0.47928 1.31656 -0.61439 -1.144 -0.357 -2.210 -0.44
C -0.85837 -0.18445 -0.47596 1.732 0.467 0.764 -0.41
C -0.05354 -0.93329 0.60752 -0.703 -0.372 0.323 -0.46
C 0.50603 -2.39569 0.05509 0.155 1.736 1.851 0.04
O -0.20003 -2.89939 -0.91136 -0.136 -0.340 -0.721 -0.92
H -0.96096 3.04227 0.49601 0.770 0.772 0.099 0.17
H -0.53346 1.64725 1.45118 0.032 0.341 -0.096 0.16
H 1.55167 1.72395 0.69128 0.388 0.090 0.019 0.47
H 0.30406 1.40034 -1.38441 0.530 -0.054 0.727 0.20
H -1.28576 1.70835 -1.24975 -0.295 0.376 0.302 0.19
H -0.51753 -0.58294 -1.42746 -0.576 -0.615 -0.114 0.23
H -1.92293 -0.35953 -0.33704 -0.031 0.167 -0.201 0.19
H 0.67931 -0.27384 1.10980 0.558 -0.165 -0.578 0.14
H -0.68842 -1.12877 1.49065 -0.276 -0.206 -0.410 0.16
H 1.60776 -2.16150 -0.09718 -0.105 -0.334 -0.429 0.04
H 0.48568 -2.94553 1.04043 0.234 -0.359 -0.185 0.05



No. 3
44
Properties=species:S:1:pos:R:3:forces:R:3:nbo_charge:R:1 method="wB97M-V/def2-TZVPD" homo_ha=-0.274 e_above_lowest_ev=0.2490 fmax_ev_per_a=4.25 orbital_gap_ev=7.1
C -1.47527 0.44246 -3.10144 -0.339 -0.138 0.065 -0.20
C -1.52307 -0.80975 -2.49079 0.353 0.129 0.266 -0.22
C -1.55890 -0.91739 -1.08615 -0.389 -0.231 -1.040 0.00
C -1.75310 0.23091 -0.31811 -0.584 -0.259 1.434 -0.63
C -1.53485 1.47750 -0.91717 -0.310 0.163 -0.864 -0.07
C -1.47183 1.59366 -2.31614 0.578 0.042 0.526 -0.23
C -1.38572 -2.26690 -0.44309 0.109 -0.370 -0.013 -0.44
C 0.02622 -2.51757 0.12939 0.379 0.179 0.896 -0.23
N 1.15029 -2.37785 -0.75518 -0.135 1.004 -1.125 -0.46
Be -2.57147 0.26769 1.28374 1.894 0.085 -1.110 1.63
C -1.29112 2.70012 -0.05262 -0.278 0.303 0.228 -0.75
P 0.05415 2.42658 1.15639 -0.483 -0.905 -0.023 1.42
H -1.52524 -1.72536 -3.09296 0.082 0.451 0.178 0.21
H -1.39664 2.58714 -2.76280 0.115 -0.291 0.006 0.21
H -1.42665 0.51713 -4.18675 -0.106 0.016 0.224 0.22
H -2.17365 2.96206 0.55184 0.184 0.111 -0.182 0.27
H -0.98722 3.56914 -0.65539 -0.193 -0.179 0.102 0.25
H -2.06343 -2.35204 0.42131 0.084 -0.113 -0.192 0.21
H -1.62295 -3.07503 -1.14933 -0.168 0.223 0.101 0.21
H 0.20212 -1.78729 0.94322 -0.273 -0.768 -0.643 0.26
C 0.70181 3.97452 1.75355 0.125 0.355 0.243 -0.98
C 1.34501 1.46621 0.38648 0.205 -0.047 -0.066 -1.02
H 0.03847 -3.52813 0.60271 -0.255 0.140 -0.125 0.15
C 1.06041 -2.98392 -2.06072 -0.050 -0.199 0.222 -0.41
C 2.44158 -2.51119 -0.12531 -0.060 0.014 0.220 -0.42
H -0.58142 1.78601 2.30507 2.701 1.058 -1.437 -0.01
H 0.78253 -4.05288 -2.01238 0.109 -0.044 -0.108 0.16
H 0.31417 -2.46571 -2.67286 0.241 -0.207 0.043 0.19
H 2.03963 -2.89534 -2.54573 -0.284 -0.077 -0.043 0.20
H 2.64399 -3.55160 0.19201 0.070 0.026 0.014 0.15
H 3.21222 -2.21670 -0.85104 -0.081 -0.067 0.256 0.18
H 2.49122 -1.85383 0.75734 0.069 -0.466 -0.515 0.25
H 1.94048 2.12862 -0.25920 -0.216 -0.033 0.199 0.25
H 1.97568 0.98404 1.14958 -0.125 0.196 -0.175 0.34
H 0.90891 0.66855 -0.22492 -0.004 0.084 0.172 0.30
H -0.11466 4.69501 1.88944 0.236 -0.136 -0.007 0.26
H 1.19141 3.78850 2.72030 -0.065 0.076 -0.298 0.29
H 1.43414 4.35647 1.02794 -0.245 -0.040 0.258 0.26
H -1.57301 1.41459 2.54619 -3.920 -1.563 0.522 0.44
O 2.34482 -0.55228 2.21409 -1.221 0.151 1.533 -0.89
Cl 1.23204 -0.58227 3.25614 -0.089 -0.128 -0.933 1.81
O 1.11215 0.78760 3.83976 -0.099 -0.353 -0.633 -0.90
O -0.06656 -0.90402 2.51723 1.297 1.095 1.226 -0.92
O -2.54668 1.10256 2.43635 1.144 0.716 0.598 -1.31



No. 4
8
Properties=species:S:1:pos:R:3:forces:R:3:nbo_charge:R:1 method="wB97M-V/def2-TZVPD" homo_ha=-0.333 e_above_lowest_ev=3.1858 fmax_ev_per_a=4.21 orbital_gap_ev=8.2
C -1.43031 -0.61696 -0.23475 0.309 -0.459 0.240 0.02
C 1.80631 -0.54728 0.69227 -2.262 0.673 -2.111 0.87
C -0.30653 0.36566 -0.21433 -0.898 1.149 -1.441 -0.40
N 0.91969 -0.33738 -0.07332 -0.770 0.347 -0.816 -0.55
O 2.75896 -0.84326 1.22543 3.267 -0.958 2.469 -0.49
Cl -3.00061 -0.05026 -0.47334 0.306 0.654 0.215 0.05
H -0.50909 0.73942 -1.35165 0.952 -0.649 2.096 0.26
H -0.23843 1.29007 0.42968 -0.904 -0.757 -0.653 0.25



No. 5
15
Properties=species:S:1:pos:R:3:forces:R:3:nbo_charge:R:1 method="wB97M-V/def2-TZVPD" homo_ha=-0.310 e_above_lowest_ev=1.8358 fmax_ev_per_a=4.57 orbital_gap_ev=7.7
C 0.60901 0.30503 0.23340 -3.079 -1.751 0.904 0.46
C 1.87636 0.52957 0.88438 1.014 4.422 0.584 -0.68
C 0.06835 1.05467 -0.91000 -2.187 -2.236 -0.297 -0.75
C -1.15689 -1.28996 0.30905 -0.263 0.658 0.124 0.51
N -0.12220 -0.61997 0.84484 0.230 0.389 -1.553 -0.50
O -1.02170 -1.79039 -0.93660 0.549 0.755 1.292 -0.65
Br -3.03434 0.64114 0.12221 0.206 -0.652 0.097 -0.67
H 1.63369 1.09829 1.84271 0.382 -1.284 -0.698 0.27
H 2.54523 1.28959 0.39813 -0.770 -0.733 -0.144 0.23
H 2.44313 -0.33282 0.98736 0.769 -1.692 0.798 0.25
H -0.91675 1.55693 -0.78713 0.609 -0.196 0.715 0.32
H -0.25879 0.27923 -1.64702 0.446 0.562 0.309 0.27
H 0.75884 1.65471 -1.34935 2.048 1.896 -1.178 0.22
H -1.90893 -1.77789 0.96934 0.826 0.590 -0.530 0.22
H -1.51501 -2.59814 -0.96133 -0.780 -0.727 -0.423 0.50



No. 6
25
Properties=species:S:1:pos:R:3:forces:R:3:nbo_charge:R:1 method="wB97M-V/def2-TZVPD" homo_ha=-0.654 e_above_lowest_ev=4.9579 total_charge=+2 fmax_ev_per_a=3.70 orbital_gap_ev=8.4
C 1.28946 0.47711 -1.90192 0.677 1.719 -0.204 0.24
C -1.28766 1.02887 -0.07215 -0.726 0.056 -2.562 -0.32
C -0.83085 1.63271 -1.44924 -0.523 0.194 1.178 0.55
C -0.61975 1.52697 0.96551 -1.868 0.005 1.017 -0.25
C -0.64098 -1.79550 1.70507 1.511 -0.828 -0.854 -0.58
C 1.80051 -2.19777 1.35674 -2.799 -0.238 0.169 -0.52
C 0.41461 -1.82036 0.61751 0.215 -0.772 2.241 -0.11
N 1.08775 -0.25513 -0.90013 0.830 -0.198 -2.231 -0.02
N 0.34914 1.50125 -2.15331 -1.634 -0.007 -0.060 -0.56
N -1.65117 2.54047 -1.88762 -3.222 1.743 0.521 -0.69
N 0.66114 -0.53343 0.16257 1.908 0.661 1.241 0.12
H 2.26333 0.52494 -2.46693 -1.158 -0.359 0.755 0.30
H -1.02234 1.42336 1.97241 0.046 -0.453 -0.117 0.26
H 0.17373 2.24499 0.95414 0.683 0.005 -0.594 0.24
H -1.53915 -1.42215 1.33098 -1.636 0.611 -0.178 0.21
H -0.72115 -2.82458 1.94480 -0.591 -0.986 0.556 0.26
H -0.21687 -1.30574 2.53975 -0.175 0.863 0.975 0.23
H 2.54998 -1.53255 1.19799 2.324 1.840 -1.003 0.22
H 2.04643 -3.17480 1.06357 0.431 -1.274 -0.452 0.26
H 1.61463 -2.14039 2.40289 -0.207 -0.262 0.823 0.24
H 0.22279 -2.53979 -0.11832 -0.348 -0.792 -1.495 0.23
H 0.34651 2.07803 -3.02963 0.660 -1.168 0.876 0.46
H -2.66462 2.88179 -1.52808 3.215 -1.729 -0.343 0.50
H -1.33167 3.24218 -2.52141 0.267 0.209 -1.038 0.43
H -2.29380 0.43951 -0.18520 2.120 1.158 0.779 0.30